No. 1
C22H25N3O3Ru as an isolated structure, computed with the ωB97M-V functional and the def2-TZVPD basis.

Cartesian coordinates (Å):
Ru: -0.12 -0.84 0.65
O: -1.46 0.46 1.00
C: -2.67 0.49 0.42
C: -3.27 1.74 0.31
C: -4.53 1.87 -0.26
C: -5.22 0.75 -0.73
C: -4.64 -0.49 -0.60
C: -3.36 -0.64 -0.05
C: -2.84 -1.98 0.13
N: -1.61 -2.21 0.40
C: -1.15 -3.53 0.81
C: -0.43 -3.34 2.14
N: 0.41 -2.13 2.02
C: 1.36 -1.93 2.91
C: 2.25 -0.85 2.98
C: 3.18 -0.85 4.07
C: 4.12 0.12 4.20
C: 4.18 1.15 3.22
C: 3.32 1.18 2.17
C: 2.31 0.20 2.01
O: 1.53 0.28 0.98
H: -2.74 2.60 0.69
H: -4.98 2.85 -0.34
H: -6.20 0.86 -1.16
H: -5.17 -1.38 -0.93
H: -3.54 -2.81 0.08
H: -0.45 -3.90 0.06
H: -1.98 -4.24 0.91
H: 0.18 -4.21 2.38
H: -1.16 -3.19 2.95
H: 1.48 -2.70 3.67
H: 3.12 -1.65 4.79
H: 4.81 0.12 5.02
H: 4.92 1.92 3.32
H: 3.37 1.97 1.42
O: -0.26 -0.28 -1.37
C: -0.33 0.86 -1.88
C: 0.15 2.11 -1.24
C: 1.65 2.16 -1.67
C: 1.98 1.91 -3.16
C: 1.75 0.47 -3.68
C: 0.30 0.17 -4.07
N: -0.60 0.95 -3.20
H: 0.07 2.09 -0.16
H: -0.39 2.97 -1.64
H: 2.18 1.43 -1.06
H: 2.03 3.14 -1.39
H: 3.04 2.14 -3.28
H: 1.46 2.63 -3.79
H: 2.07 -0.23 -2.91
H: 2.39 0.29 -4.54
H: 0.06 -0.89 -3.99
H: 0.09 0.48 -5.10
H: -0.67 1.91 -3.50

Output
Spin multiplicity   2
Total charge   +1
Frontier orbital gap (alpha / beta)   7.36 / 7.03 eV
Relative energy (zero: lowest compared OMol25 entry of this formula, charge and spin)   0.0 kcal per mole
E   -1338.029864 a.u.

=====

No. 2
C23H35SSn as an isolated structure, computed with the ωB97M-V functional and the def2-TZVPD basis.

Cartesian coordinates (Å):
C: 0.91 2.34 -1.35
C: -0.37 1.93 -1.85
C: -0.18 0.74 -2.60
C: 1.20 0.39 -2.55
C: 1.88 1.39 -1.79
Sn: 0.22 0.10 0.49
C: 1.25 -2.31 1.83
C: 1.53 -1.13 2.53
H: 1.30 -1.05 3.59
C: 2.05 0.05 1.85
H: 2.95 -0.06 1.24
H: 2.00 1.02 2.35
C: 0.36 -3.37 2.41
H: -0.40 -2.95 3.09
H: -0.17 -3.95 1.64
H: 0.97 -4.08 2.99
C: 2.15 -2.73 0.69
H: 2.59 -1.88 0.15
H: 2.99 -3.32 1.10
H: 1.65 -3.37 -0.05
C: -1.65 2.64 -1.65
H: -1.67 3.21 -0.71
H: -1.82 3.35 -2.49
H: -2.50 1.94 -1.64
C: -1.25 0.03 -3.34
H: -2.11 -0.18 -2.68
H: -1.61 0.64 -4.18
H: -0.89 -0.92 -3.74
C: 1.84 -0.75 -3.24
H: 1.19 -1.64 -3.25
H: 2.07 -0.50 -4.28
H: 2.78 -1.04 -2.75
C: 3.34 1.46 -1.57
H: 3.78 0.46 -1.44
H: 3.84 1.92 -2.44
H: 3.59 2.07 -0.69
C: 1.19 3.58 -0.57
H: 2.12 3.49 0.00
H: 1.30 4.43 -1.26
H: 0.37 3.81 0.13
C: -1.18 -1.57 0.11
C: -2.29 -1.52 0.93
C: -1.06 -2.54 -0.88
C: -3.40 -2.34 0.65
H: -2.29 -0.75 1.72
C: -2.12 -3.43 -1.10
H: -0.16 -2.60 -1.51
C: -3.29 -3.32 -0.34
H: -4.32 -2.22 1.22
H: -2.04 -4.20 -1.87
H: -4.13 -3.98 -0.54
C: -2.75 2.37 2.77
S: -1.12 2.24 1.96
C: -0.03 2.64 3.34
H: -3.50 1.93 2.10
H: -2.95 3.44 2.91
H: -2.73 1.85 3.73
H: 0.81 3.23 2.95
H: -0.59 3.25 4.05
H: 0.34 1.73 3.82

Output
Total charge   +1
Frontier orbital gap (alpha / beta)   5.22 / 4.98 eV
Relative energy (zero: lowest compared OMol25 entry of this formula, charge and spin)   7.6 kcal per mole
E   -1509.505484 a.u.

=====

The highest relative energy (zero: lowest compared OMol25 entry of this formula, charge and spin) belongs to which entry?
C23H35SSn